Formula: C12H18FO7V
Source: the Open Molecules 2025 dataset
Level of theory: wB97M-V/def2-TZVPD

Positions of all 39 atoms, in Å:
V: -0.676 -2.494 -0.141
F: 0.074 -0.537 -0.042
O: -0.276 3.759 5.117
O: -1.860 0.375 -2.743
O: 4.003 -3.059 -0.157
O: -3.680 1.717 -2.881
O: 0.147 3.142 2.980
O: 1.625 -2.992 -0.193
O: -0.928 -2.655 -1.779
C: 0.067 1.954 2.111
C: 2.788 -3.140 -0.796
C: -1.107 1.688 4.222
C: -2.692 1.071 -2.231
C: -0.369 2.939 4.144
C: 5.069 -3.458 -0.870
C: 2.999 -3.565 -2.214
C: -0.504 0.877 3.039
C: 4.490 -3.930 -2.160
C: -3.415 2.941 -1.024
C: -4.173 2.864 -2.355
C: -2.764 1.607 -0.799
H: -1.237 0.297 2.478
H: 2.425 -4.415 -2.582
H: -3.299 0.958 -0.105
H: 5.637 -2.530 -0.926
H: 0.275 0.166 3.312
H: 2.813 -2.736 -2.897
H: 4.710 -4.997 -2.213
H: -2.137 1.884 3.921
H: -5.231 2.821 -2.098
H: 1.088 1.802 1.763
H: -0.990 0.975 5.037
H: -4.089 3.647 -3.108
H: -2.690 3.753 -0.960
H: -1.707 1.742 -0.571
H: 5.419 -4.356 -0.359
H: -0.661 2.086 1.311
H: -4.122 3.215 -0.241
H: 4.976 -3.417 -2.990

Computed properties:
- Calculated total energy: -2038.2135 Ha
- Max |F|: 8.897 eV/Å
- <S²>: 0.98
- Charge: +1
- 2S+1: 2
- Energy above the lowest of the compared OMol25 structures with the same formula, charge and spin: 133.4 kcal per mole
- Frontier orbital gap (spin up / spin down): 4.287 / 4.899 eV


Formula: C12H18GdN3O5
Source: the Open Molecules 2025 dataset
Level of theory: wB97M-V/def2-TZVPD

Positions of all 39 atoms, in Å:
Gd: 1.002 0.195 -0.179
O: 0.464 -1.580 1.355
O: 0.607 2.234 0.355
O: -1.073 0.119 -1.766
O: 0.448 -1.964 -1.274
O: -1.126 0.327 0.985
N: 3.195 0.690 -0.433
N: 1.055 4.376 1.069
N: 3.804 5.552 -0.073
C: -0.845 -0.776 -2.833
C: 2.836 3.179 0.057
C: 1.529 3.246 0.499
C: -0.463 -2.189 -2.359
C: 3.158 1.862 -0.207
C: 1.105 -2.728 0.977
C: -0.652 -1.651 2.189
C: -2.269 0.753 0.278
C: -1.289 -0.256 2.306
C: 3.598 4.402 -0.094
C: -2.307 0.046 -1.103
C: 0.549 -3.138 -0.458
H: 0.808 -3.523 1.689
H: 1.248 -3.829 -0.880
H: -3.097 0.456 -1.761
H: -0.794 0.415 2.966
H: 1.626 5.211 1.241
H: -2.275 1.823 0.112
H: 0.046 -0.361 -3.333
H: 2.159 -2.500 1.078
H: 0.082 -2.662 -3.132
H: -3.157 0.576 0.889
H: -1.370 -2.356 1.780
H: -1.601 -0.706 -3.643
H: -0.438 -1.960 3.221
H: -2.393 -0.273 2.495
H: -0.416 -3.630 -0.227
H: 0.075 4.367 1.159
H: -1.263 -2.804 -2.001
H: -2.565 -0.942 -0.944

Computed properties:
- Calculated total energy: -1773.5788 Ha
- Max |F|: 3.193 eV/Å
- <S²>: 16.03
- Charge: +2
- 2S+1: 8
- Frontier orbital gap (spin up / spin down): 9.023 / 4.076 eV


Formula: C12H18N2O2
Source: the Open Molecules 2025 dataset
Level of theory: wB97M-V/def2-TZVPD

Positions of all 34 atoms, in Å:
O: 0.747 1.830 0.069
O: -0.675 0.466 -1.172
N: -0.910 0.202 1.606
N: 3.894 0.308 -2.301
C: -2.731 -0.957 0.650
C: -1.838 1.096 -0.533
C: -3.078 1.392 1.629
C: 0.558 0.528 -0.329
C: 1.655 -1.364 -1.670
C: 2.858 0.775 -1.597
C: 1.389 -0.544 1.920
C: 1.687 -0.044 -1.200
C: 2.716 -1.807 -2.465
C: -2.213 0.472 0.841
C: 0.243 -0.375 0.903
C: 3.762 -0.939 -2.749
H: 2.243 -1.131 1.472
H: -1.587 2.135 -0.175
H: -2.664 1.222 -1.248
H: -3.693 -0.827 0.217
H: -4.000 1.538 0.976
H: 2.985 1.827 -1.195
H: 0.030 -1.390 0.488
H: 4.419 -1.263 -3.498
H: -2.040 -1.492 -0.015
H: -1.120 -0.167 2.513
H: -0.173 2.092 0.296
H: 0.764 -1.972 -1.608
H: -2.557 2.348 1.878
H: -2.699 -1.549 1.612
H: 0.979 -1.011 2.822
H: 2.524 -2.830 -2.856
H: 1.902 0.431 2.184
H: -3.378 1.002 2.535

Computed properties:
- Calculated total energy: -727.9875 Ha
- Max |F|: 4.053 eV/Å
- SMILES: C[C@H]1NC(C)(C)CO[C@]1(O)c1cccnc1
- Charge: 0
- Energy above the lowest of the compared OMol25 structures with the same formula, charge and spin: 55.9 kcal per mole
- Frontier orbital gap: 9.388 eV


Formula: C12H18N4O4RuTe
Source: the Open Molecules 2025 dataset
Level of theory: wB97M-V/def2-TZVPD

Positions of all 40 atoms, in Å:
Te: 1.515 3.026 -1.193
Ru: 0.366 0.643 -0.792
O: -0.453 1.249 1.757
O: -0.666 -0.954 -0.882
O: -1.507 1.325 -1.137
O: 2.892 -0.757 -1.484
N: 0.402 0.595 1.146
N: -1.988 -0.712 -0.858
N: 2.157 -0.225 -0.436
N: -2.437 0.452 -1.000
C: 1.653 0.235 3.187
C: 3.635 -1.254 1.255
C: -4.248 -1.655 -0.745
C: -3.157 -4.176 -0.273
C: -0.027 4.458 -1.008
C: 3.211 4.223 -1.560
C: -4.531 -4.013 -0.351
C: -2.878 -1.847 -0.683
C: -5.072 -2.753 -0.576
C: 2.446 -0.485 0.791
C: 1.502 0.120 1.712
C: -2.314 -3.086 -0.441
H: 0.785 -0.200 3.685
H: 2.557 -0.257 3.538
H: -0.911 3.930 -0.662
H: 3.326 -2.073 1.904
H: 3.010 4.770 -2.475
H: -5.185 -4.868 -0.239
H: 4.071 3.571 -1.671
H: -6.145 -2.622 -0.613
H: -4.658 -0.671 -0.916
H: 1.678 1.288 3.476
H: 3.326 4.881 -0.706
H: 3.049 -1.696 -1.305
H: -2.735 -5.151 -0.073
H: -0.213 4.916 -1.975
H: 0.280 5.209 -0.285
H: 4.284 -0.598 1.837
H: -1.242 -3.189 -0.380
H: 4.222 -1.647 0.431

Computed properties:
- Calculated total energy: -1350.4726 Ha
- Max |F|: 1.225 eV/Å
- <S²>: 0.79
- Charge: +1
- 2S+1: 2
- Energy above the lowest of the compared OMol25 structures with the same formula, charge and spin: 27.8 kcal per mole
- Frontier orbital gap (spin up / spin down): 7.910 / 6.580 eV


Formula: C12H18O9
Source: the Open Molecules 2025 dataset
Level of theory: wB97M-V/def2-TZVPD

Positions of all 39 atoms, in Å:
O: -3.471 -2.341 -3.999
O: -5.665 -2.783 -4.126
O: 3.288 0.896 -2.330
O: 1.355 -1.759 3.455
O: -4.840 -1.446 -2.523
O: 0.883 0.367 3.973
O: 3.338 2.782 -1.077
O: 2.628 -0.057 2.674
O: 2.063 1.030 -0.478
C: 0.177 -0.321 -1.132
C: -3.447 -1.244 -0.658
C: 1.616 -0.607 3.367
C: -3.556 -0.901 -2.114
C: 2.691 1.366 2.854
C: 1.722 -0.212 -1.031
C: 2.947 1.693 -1.292
C: 1.565 2.623 4.864
C: -2.625 -1.705 -3.061
C: 2.421 -0.242 -2.383
C: -4.762 -2.253 -3.573
C: 1.471 1.654 3.706
H: -0.274 0.062 -0.224
H: 2.751 1.911 1.918
H: 2.460 2.542 5.480
H: -0.126 0.324 -1.968
H: 0.688 2.035 3.028
H: -2.480 -1.004 -0.195
H: -4.177 -0.752 -0.015
H: 0.710 2.543 5.533
H: 1.703 -0.048 -3.184
H: 1.518 3.613 4.408
H: -1.860 -1.166 -3.614
H: -3.499 -2.306 -0.403
H: 2.990 -1.142 -2.587
H: -2.099 -2.426 -2.427
H: -0.055 -1.315 -1.516
H: 1.974 -1.104 -0.450
H: -3.622 0.160 -2.340
H: 3.602 1.533 3.440

Computed properties:
- Calculated total energy: -1145.2357 Ha
- Max |F|: 2.726 eV/Å
- SMILES: C[C@H]1COC(=O)O1.C[C@H]1COC(=O)O1.C[C@H]1COC(=O)O1
- Charge: 0
- Energy above the lowest of the compared OMol25 structures with the same formula, charge and spin: 24.0 kcal per mole
- Frontier orbital gap: 11.327 eV


Formula: C12H18O9Ti
Source: the Open Molecules 2025 dataset
Level of theory: wB97M-V/def2-TZVPD

Positions of all 40 atoms, in Å:
Ti: 0.588 1.143 -1.528
O: 2.106 0.199 2.385
O: -1.563 -2.636 -0.895
O: -0.323 -2.291 0.791
O: -0.578 3.455 -2.145
O: -1.114 -0.565 -0.320
O: 1.539 1.682 0.785
O: -2.086 4.460 -0.875
O: -0.925 2.612 -0.053
O: 2.511 -0.362 0.348
C: 2.691 -1.005 2.614
C: -0.980 4.521 -2.929
C: -1.157 3.466 -0.870
C: -1.945 5.329 -1.989
C: -0.825 -4.194 2.075
C: -0.416 -3.689 0.725
C: 2.929 -1.437 1.160
C: -1.511 4.102 -4.302
C: 1.863 -1.934 3.548
C: 2.036 0.602 1.120
C: -1.518 -3.955 -0.337
C: -0.956 -1.757 -0.213
H: -1.544 6.305 -1.718
H: 0.087 -4.359 2.649
H: 2.316 -2.915 3.688
H: 1.685 -1.494 4.529
H: -2.555 -4.183 -0.088
H: -1.452 -3.376 2.429
H: -1.426 -5.100 1.994
H: -2.812 5.502 -2.627
H: 3.652 -0.620 2.953
H: -2.077 3.171 -4.294
H: 4.016 -1.482 1.084
H: 2.534 -2.430 0.943
H: 0.469 -3.970 0.154
H: -2.085 4.937 -4.705
H: -1.289 -4.673 -1.124
H: -0.652 3.836 -4.917
H: 0.886 -2.053 3.080
H: -0.117 5.158 -3.127

Computed properties:
- Calculated total energy: -1993.8740 Ha
- Max |F|: 4.735 eV/Å
- <S²>: 6.01
- Charge: +2
- 2S+1: 5
- Frontier orbital gap (spin up / spin down): 5.813 / 2.774 eV